Entry 1:
{
  "formula": "C17H17ClFN3O10S2",
  "method": "ωB97M-V/def2-TZVPD",
  "total_charge": -2,
  "homo_energy_ev": 0.06,
  "lumo_energy_ev": 3.27,
  "symbols": ["Cl", "S", "S", "F", "O", "O", "O", "O", "O", "O", "O", "O", "O", "O", "N", "N", "N", "C", "C", "C", "C", "C", "C", "C", "C", "C", "C", "C", "C", "C", "C", "C", "C", "C", "H", "H", "H", "H", "H", "H", "H", "H", "H", "H", "H", "H", "H", "H", "H", "H", "H"],
  "coordinates": [[-4.163, 5.749, 0.904], [3.645, -4.036, -2.021], [-1.543, -4.307, -3.407], [-3.161, -4.549, -3.140], [-0.482, 1.383, 4.023], [-0.828, -5.486, -2.960], [4.191, -5.155, -2.827], [3.122, -1.793, 0.473], [2.885, -3.110, -2.916], [-1.251, -3.913, -4.775], [-1.512, 3.272, 3.431], [2.911, 0.328, -1.540], [4.754, -3.304, -1.370], [2.716, -4.573, -0.983], [0.972, -1.858, -1.243], [-1.993, -2.080, -1.883], [1.890, 0.158, 0.605], [-1.413, -1.126, -1.061], [2.733, 0.757, -0.441], [2.112, -1.624, 2.606], [-3.005, 1.960, 0.951], [-2.342, -0.100, -0.448], [-2.694, 3.397, 0.358], [0.506, 0.049, 0.224], [3.495, 2.081, -0.009], [-0.642, 2.195, 3.142], [-0.438, 1.023, 0.798], [0.008, -1.006, -0.719], [0.083, 2.151, 1.755], [-1.900, 0.966, 0.439], [-0.997, -2.904, -2.325], [0.476, -2.819, -2.049], [-4.015, 4.189, -0.066], [2.416, -1.100, 1.151], [-3.132, 1.944, 2.063], [-3.991, 1.616, 0.515], [-4.899, 3.534, 0.142], [2.833, -1.201, 3.366], [-0.145, 3.133, 1.241], [-1.994, 3.334, -0.527], [1.183, 2.046, 1.950], [1.182, -3.567, -2.507], [-3.436, -0.159, -0.702], [-4.018, 4.498, -1.139], [3.662, 2.078, 1.112], [2.323, -2.733, 2.589], [1.036, -1.506, 2.903], [2.833, 2.981, -0.198], [4.467, 2.209, -0.543], [-2.263, 2.920, 3.947], [-2.175, 4.055, 1.114]],
  "nbo_charge": [-0.12, 2.57, 2.28, -0.49, -0.57, -0.85, -1.11, -0.39, -1.12, -0.88, -0.74, -0.43, -1.10, -1.13, -0.31, -0.39, -0.64, 0.08, 0.72, -0.72, -0.42, -0.18, -0.45, 0.13, -0.72, 0.80, 0.07, 0.18, -0.57, -0.08, -0.08, 0.07, -0.34, 0.66, 0.21, 0.21, 0.21, 0.22, 0.23, 0.23, 0.28, 0.36, 0.21, 0.22, 0.21, 0.26, 0.22, 0.21, 0.24, 0.49, 0.24]
}

Entry 2:
{
  "formula": "C17H17F3N2O2",
  "method": "ωB97M-V/def2-TZVPD",
  "homo_energy_ev": -8.52,
  "de_lowest_ev": 0.000,
  "lumo_energy_ev": 0.70,
  "symbols": ["F", "F", "F", "O", "O", "N", "N", "C", "C", "C", "C", "C", "C", "C", "C", "C", "C", "C", "C", "C", "C", "C", "C", "C", "H", "H", "H", "H", "H", "H", "H", "H", "H", "H", "H", "H", "H", "H", "H", "H", "H"],
  "coordinates": [[1.748, 1.941, 1.600], [3.431, 0.643, 1.915], [3.686, 2.468, 0.843], [-3.699, -1.395, -0.272], [-2.307, 1.838, 0.350], [-1.688, -0.998, 0.656], [1.023, -1.974, 1.027], [2.350, -1.669, 0.519], [2.022, -0.100, -2.903], [2.385, -0.591, -0.546], [-3.202, 0.843, 0.135], [-4.270, 2.786, -0.106], [2.523, 0.783, -0.322], [2.171, -1.000, -1.864], [2.099, 1.258, -2.651], [2.847, 1.429, 1.000], [0.403, -0.987, 1.889], [-2.880, -0.593, 0.157], [-2.959, 2.998, 0.203], [0.099, -2.514, 0.043], [2.368, 1.691, -1.369], [-4.430, 1.387, -0.156], [-1.335, -2.400, 0.541], [-0.649, -0.133, 1.178], [-1.450, -2.909, 1.503], [-2.031, -2.851, -0.170], [-0.079, -1.516, 2.720], [0.354, -3.566, -0.129], [2.734, -2.595, 0.079], [1.847, -0.460, -3.905], [-2.391, 3.897, 0.342], [1.971, 1.975, -3.447], [1.166, -0.345, 2.324], [-1.071, 0.581, 1.889], [-0.183, 0.437, 0.364], [2.136, -2.059, -2.076], [-5.319, 0.833, -0.373], [-5.020, 3.530, -0.277], [0.158, -1.983, -0.920], [2.469, 2.747, -1.168], [2.978, -1.426, 1.375]],
  "nbo_charge": [-0.33, -0.32, -0.32, -0.63, -0.39, -0.43, -0.44, -0.24, -0.19, -0.01, 0.14, -0.32, -0.16, -0.21, -0.21, 0.98, -0.23, 0.64, 0.11, -0.23, -0.17, -0.23, -0.23, -0.23, 0.20, 0.25, 0.20, 0.20, 0.20, 0.22, 0.20, 0.22, 0.22, 0.22, 0.20, 0.22, 0.24, 0.23, 0.18, 0.23, 0.23]
}

Entry 3:
{
  "formula": "C17H17F9N2OPb",
  "method": "ωB97M-V/def2-TZVPD",
  "homo_energy_ev": -7.16,
  "de_lowest_ev": 0.000,
  "lumo_energy_ev": -0.23,
  "symbols": ["Pb", "F", "F", "F", "F", "F", "F", "F", "F", "F", "O", "N", "N", "C", "C", "C", "C", "C", "C", "C", "C", "C", "C", "C", "C", "C", "C", "C", "C", "C", "H", "H", "H", "H", "H", "H", "H", "H", "H", "H", "H", "H", "H", "H", "H", "H", "H"],
  "coordinates": [[-1.489, 0.450, -0.750], [1.095, -2.071, 2.288], [-1.129, 0.508, 4.693], [-2.508, -0.041, 3.079], [2.192, 0.269, 2.024], [-1.519, 1.908, 3.058], [-1.090, -2.236, 2.411], [1.051, 2.068, 2.517], [0.084, -1.761, 4.204], [1.571, 0.635, 4.100], [-0.398, 0.098, 1.159], [0.839, 0.888, -1.913], [0.437, -1.682, -1.076], [-1.331, 2.628, -0.012], [2.130, 2.641, -2.908], [-3.805, 0.941, -1.125], [-0.174, -0.013, 2.483], [1.180, 0.741, 2.800], [0.264, -2.837, -0.442], [-0.012, -1.532, 2.871], [3.168, 1.739, -3.155], [3.024, 0.408, -2.759], [2.694, -2.326, -1.577], [0.980, 2.166, -2.284], [1.842, 0.002, -2.112], [-3.660, -0.307, -0.074], [1.243, -3.837, -0.399], [1.647, -1.376, -1.591], [-1.327, 0.595, 3.355], [2.476, -3.576, -0.997], [-0.700, -2.986, 0.052], [2.183, 3.694, -3.181], [1.021, -4.771, 0.106], [-3.470, 0.708, -2.156], [0.134, 2.832, -2.050], [-1.998, 2.814, 0.842], [3.271, -4.326, -1.002], [4.084, 2.063, -3.646], [-3.238, -0.089, 0.920], [-0.303, 2.790, 0.330], [3.651, -2.049, -2.013], [-4.722, -0.509, 0.146], [-1.561, 3.353, -0.812], [-3.308, -1.259, -0.509], [3.797, -0.330, -2.936], [-3.424, 1.901, -0.742], [-4.892, 1.075, -1.219]],
  "nbo_charge": [1.22, -0.32, -0.31, -0.34, -0.32, -0.32, -0.33, -0.32, -0.32, -0.32, -0.88, -0.45, -0.41, -1.18, -0.25, -0.71, 0.05, 0.96, 0.07, 0.96, -0.16, -0.22, -0.22, 0.06, 0.18, -0.74, -0.24, 0.17, 0.96, -0.17, 0.20, 0.23, 0.23, 0.24, 0.22, 0.22, 0.22, 0.22, 0.27, 0.23, 0.21, 0.24, 0.19, 0.25, 0.22, 0.26, 0.24]
}